No. 1
# C13H47N19O10

A cluster of 10 separate species, C13H47N19O10 in total at a distorted geometry (ωB97M-V with the def2-TZVPD basis set, OMol25).

Atoms and positions in Å:
C1 -2.63 0.95 3.29
C2 -1.39 1.66 2.75
C3 -1.38 3.10 3.26
O1 -2.55 3.77 2.80
C4 -2.48 5.12 3.11
N1 -0.11 1.17 3.09
H1 -2.45 -0.12 3.16
H2 -3.53 1.30 2.76
H3 -2.80 1.21 4.33
H4 -1.45 1.63 1.66
H5 -0.53 3.61 2.83
H6 -1.20 3.02 4.36
H7 -3.46 5.57 2.94
H8 -1.63 5.62 2.64
H9 -2.29 5.22 4.20
H10 -0.09 0.76 4.01
H11 0.06 0.35 2.48
C5 2.22 3.48 -3.02
O2 1.14 3.14 -2.63
N2 3.04 4.51 -2.42
N3 3.01 2.86 -4.05
H12 3.96 4.10 -2.30
H13 2.65 4.80 -1.58
H14 2.45 2.38 -4.71
H15 3.72 3.55 -4.32
C6 -2.96 -2.76 1.65
O3 -2.21 -2.63 0.68
N4 -4.18 -2.18 1.82
N5 -2.75 -3.58 2.74
H16 -4.45 -1.33 1.30
H17 -4.47 -2.17 2.79
H18 -3.56 -4.05 3.14
H19 -1.92 -4.15 2.51
C7 -3.84 1.55 -0.59
O4 -3.36 0.57 -0.03
N6 -3.65 2.82 -0.18
N7 -4.48 1.37 -1.75
H20 -3.05 3.01 0.63
H21 -3.79 3.57 -0.86
H22 -5.07 2.07 -2.14
H23 -4.72 0.44 -1.93
C8 -1.80 -3.94 -3.81
O5 -2.97 -3.90 -4.10
N8 -0.68 -4.70 -4.54
N9 -1.21 -3.35 -2.70
H24 -0.14 -5.21 -3.85
H25 -1.16 -5.38 -5.15
H26 -0.20 -3.31 -2.65
H27 -1.61 -2.61 -2.14
C9 2.76 -3.01 -3.23
O6 1.99 -3.75 -2.60
N10 2.76 -1.67 -3.16
N11 3.65 -3.51 -4.12
H28 2.34 -1.30 -2.38
H29 3.58 -1.17 -3.44
H30 3.63 -4.49 -4.40
H31 4.29 -2.89 -4.59
C10 4.48 -0.21 0.75
O7 5.59 -0.14 1.30
N12 3.64 0.89 0.48
N13 3.92 -1.49 0.34
H32 2.79 0.84 -0.06
H33 4.09 1.77 0.32
H34 4.59 -2.24 0.32
H35 3.03 -1.62 -0.11
C11 2.23 3.58 1.30
O8 3.08 4.22 0.74
N14 2.24 2.94 2.55
N15 0.99 3.48 0.73
H36 1.52 2.26 2.75
H37 3.18 2.65 2.77
H38 0.99 3.53 -0.29
H39 0.36 2.81 1.11
C12 0.47 -4.50 1.31
O9 -0.37 -4.52 2.27
N16 1.79 -4.90 1.43
N17 0.18 -4.15 0.07
H40 2.06 -5.20 2.33
H41 2.49 -4.41 0.88
H42 0.84 -3.94 -0.66
H43 -0.78 -3.81 -0.03
C13 0.24 0.08 -0.65
O10 1.39 -0.12 -1.01
N18 -0.39 -0.61 0.33
N19 -0.54 1.07 -0.99
H44 -1.41 -0.72 0.22
H45 0.03 -1.52 0.36
H46 -1.53 1.09 -0.79
H47 -0.27 1.79 -1.67

As for the charge: 0. The LUMO energy comes out at 0.23 eV. The calculation puts the HOMO energy at -9.4 eV. The energy relative to the best compared isomer or geometry (same formula, charge and spin) comes out at 112.8 kJ/mol. The frontier orbital gap is 9.7 eV. As for the SMILES: COC[C@H](C)N.NC(N)=O.NC(N)=O.NC(N)=O.NC(N)=O.NC(N)=O.NC(N)=O.NC(N)=O.NC(N)=O.NC(N)=O.

---

No. 2
# C42H49ClInN6SSe

A structure of composition C42H49ClInN6SSe (ωB97M-V with the def2-TZVPD basis set, OMol25).

Atoms and positions in Å:
In1 0.76 1.90 -1.73
N1 -0.85 3.89 -1.07
N2 -2.19 3.97 -1.44
C1 -2.88 2.89 -1.86
N3 -4.10 3.21 -2.39
S1 -2.39 1.31 -1.71
H1 -0.70 4.20 -0.12
H2 -0.27 4.42 -1.72
H3 -2.55 4.88 -1.66
H4 -4.20 4.11 -2.83
H5 -4.53 2.44 -2.89
C2 3.77 -0.28 -2.82
C3 3.22 -1.02 -1.60
C4 4.35 -1.66 -0.80
C5 2.17 -2.04 -2.00
C6 2.51 -3.07 -2.88
C7 1.59 -4.03 -3.27
C8 0.29 -3.95 -2.80
C9 -0.11 -2.94 -1.94
C10 -1.55 -2.84 -1.48
C11 -2.51 -2.75 -2.67
C12 -1.92 -4.01 -0.56
C13 0.86 -2.02 -1.52
N4 0.43 -1.02 -0.60
C14 0.57 -1.23 0.64
C15 -0.06 -0.28 1.65
N5 -0.62 0.79 1.28
C16 -1.41 1.49 2.23
C17 -0.87 2.60 2.89
C18 -1.65 3.21 3.88
C19 -2.92 2.75 4.18
C20 -3.46 1.70 3.44
C21 -2.72 1.06 2.45
C22 -3.35 -0.04 1.62
C23 -4.66 0.43 0.98
C24 -3.58 -1.32 2.42
C25 0.52 3.10 2.56
C26 1.58 2.44 3.45
C27 0.63 4.62 2.64
C28 0.08 -0.93 2.98
C29 -0.28 -0.58 4.26
C30 0.04 -1.47 5.32
C31 0.70 -2.65 5.11
C32 1.09 -3.03 3.80
C33 1.76 -4.23 3.43
C34 2.07 -4.46 2.11
C35 1.74 -3.55 1.08
C36 1.10 -2.38 1.42
C37 0.78 -2.14 2.77
H6 4.40 0.56 -2.50
H7 2.97 0.14 -3.43
H8 4.37 -0.93 -3.45
H9 2.73 -0.28 -0.96
H10 4.85 -2.44 -1.38
H11 3.99 -2.11 0.13
H12 5.10 -0.91 -0.54
H13 3.52 -3.11 -3.27
H14 1.88 -4.82 -3.95
H15 -0.44 -4.69 -3.13
H16 -1.66 -1.92 -0.91
H17 -2.46 -3.65 -3.29
H18 -2.28 -1.89 -3.29
H19 -3.54 -2.65 -2.32
H20 -1.83 -4.96 -1.07
H21 -2.96 -3.91 -0.21
H22 -1.27 -4.04 0.32
H23 -1.24 4.06 4.42
H24 -3.51 3.23 4.95
H25 -4.47 1.38 3.64
H26 -2.67 -0.27 0.80
H27 -5.43 0.63 1.73
H28 -5.05 -0.35 0.31
H29 -4.51 1.33 0.39
H30 -4.28 -1.13 3.25
H31 -2.65 -1.71 2.85
H32 -4.02 -2.10 1.79
H33 0.75 2.80 1.54
H34 1.37 2.63 4.51
H35 2.56 2.84 3.20
H36 1.61 1.36 3.30
H37 0.81 4.96 3.67
H38 -0.27 5.12 2.29
H39 1.47 4.95 2.03
H40 -0.81 0.34 4.47
H41 -0.25 -1.19 6.33
H42 0.92 -3.31 5.95
H43 2.03 -4.95 4.19
H44 2.57 -5.38 1.85
H45 1.99 -3.78 0.05
Cl1 2.22 3.87 -0.50
Se1 -0.09 3.50 -4.23
C38 1.51 2.75 -4.91
C39 2.77 3.17 -4.48
C40 3.91 2.55 -4.97
N6 3.90 1.54 -5.85
C41 2.70 1.14 -6.25
C42 1.50 1.69 -5.82
H46 2.85 3.97 -3.75
H47 4.89 2.88 -4.63
H48 2.68 0.31 -6.95
H49 0.56 1.29 -6.18

As for the charge: -1. The LUMO energy comes out at 1.67 eV. The calculation puts the HOMO energy at -3.6 eV. The energy relative to the best compared isomer or geometry (same formula, charge and spin) comes out at 53.0 kJ/mol. The frontier orbital gap is 5.2 eV.

---

No. 3
# C48H40N2O3P2W

A structure of composition C48H40N2O3P2W (ωB97M-V with the def2-TZVPD basis set, OMol25).

Atoms and positions in Å:
W1 0.44 0.11 0.68
C1 2.84 0.56 4.23
C2 1.70 0.82 3.31
O1 1.69 0.12 2.20
C3 0.72 1.76 3.57
C4 -0.38 2.10 2.77
C5 -1.31 3.16 3.25
N1 -0.64 1.52 1.58
N2 -1.81 1.99 0.95
C6 -1.99 1.35 -0.16
O2 -1.15 0.43 -0.58
C7 -3.15 1.65 -1.02
C8 -4.13 2.54 -0.59
C9 -5.22 2.80 -1.39
C10 -5.35 2.17 -2.62
C11 -4.38 1.28 -3.06
C12 -3.27 1.02 -2.26
H1 3.31 -0.39 3.98
H2 2.50 0.53 5.27
H3 3.58 1.36 4.15
H4 0.81 2.30 4.50
H5 -1.00 3.54 4.22
H6 -2.33 2.77 3.32
H7 -1.36 3.98 2.53
H8 -4.03 3.02 0.37
H9 -5.99 3.49 -1.06
H10 -6.21 2.37 -3.24
H11 -4.47 0.80 -4.02
H12 -2.50 0.34 -2.60
O3 1.71 -1.58 -0.30
C13 3.00 -1.21 -0.75
C14 4.07 -2.07 -0.58
C15 5.32 -1.65 -1.02
C16 5.48 -0.40 -1.60
C17 4.40 0.46 -1.73
C18 3.14 0.05 -1.30
P1 1.69 1.14 -1.23
C19 0.89 1.21 -2.83
C20 1.28 0.34 -3.85
C21 0.64 0.39 -5.08
C22 -0.37 1.31 -5.29
C23 -0.76 2.18 -4.28
C24 -0.14 2.12 -3.04
C25 2.31 2.78 -0.80
C26 2.40 3.79 -1.75
C27 2.91 5.03 -1.39
C28 3.32 5.26 -0.09
C29 3.23 4.25 0.86
C30 2.73 3.01 0.51
C31 1.05 -2.64 -0.95
C32 1.56 -3.26 -2.07
C33 0.82 -4.30 -2.63
C34 -0.39 -4.70 -2.08
C35 -0.89 -4.05 -0.97
C36 -0.17 -3.01 -0.39
P2 -0.78 -2.05 1.00
C37 -2.57 -2.04 0.96
C38 -3.23 -1.74 -0.22
C39 -4.62 -1.68 -0.25
C40 -5.34 -1.93 0.91
C41 -4.68 -2.24 2.09
C42 -3.30 -2.30 2.12
C43 -0.20 -2.77 2.55
C44 0.30 -4.07 2.59
C45 0.74 -4.59 3.80
C46 0.68 -3.82 4.95
C47 0.18 -2.53 4.91
C48 -0.25 -2.00 3.70
H13 3.92 -3.04 -0.12
H14 6.17 -2.31 -0.90
H15 6.46 -0.09 -1.93
H16 4.54 1.45 -2.14
H17 2.09 -0.36 -3.69
H18 0.95 -0.28 -5.87
H19 -0.86 1.35 -6.26
H20 -1.56 2.89 -4.44
H21 -0.46 2.80 -2.26
H22 2.09 3.62 -2.78
H23 2.98 5.81 -2.14
H24 3.71 6.23 0.19
H25 3.56 4.43 1.87
H26 2.69 2.22 1.25
H27 2.49 -2.96 -2.51
H28 1.21 -4.79 -3.51
H29 -0.94 -5.51 -2.53
H30 -1.84 -4.35 -0.55
H31 -2.68 -1.54 -1.13
H32 -5.13 -1.44 -1.17
H33 -6.42 -1.89 0.89
H34 -5.25 -2.45 2.99
H35 -2.80 -2.56 3.05
H36 0.34 -4.68 1.70
H37 1.12 -5.60 3.84
H38 1.02 -4.24 5.89
H39 0.13 -1.93 5.81
H40 -0.64 -0.98 3.68

As for the charge: +2. The LUMO energy (alpha / beta) comes out at -6.29 / -6.42 eV. The calculation puts the HOMO energy (alpha / beta) at -13.0 / -13.2 eV. The energy relative to the best compared isomer or geometry (same formula, charge and spin) comes out at 0.0 kJ/mol. The frontier orbital gap (alpha / beta) is 6.7 / 6.7 eV. Its spin multiplicity is 3.

---

No. 4
# C32H43AlCl3GeN3O7S6

A structure of composition C32H43AlCl3GeN3O7S6 at a distorted geometry (ωB97M-V with the def2-TZVPD basis set, OMol25).

Atoms and positions in Å:
Al1 1.55 0.06 -1.48
C1 0.98 -0.22 -4.79
C2 1.68 1.05 -4.32
C3 2.96 1.27 -5.12
C4 0.74 2.25 -4.45
O1 2.03 0.90 -2.93
Ge1 3.89 1.49 -1.97
O2 3.18 -0.25 -0.93
C5 3.99 -1.38 -0.52
C6 3.26 -2.10 0.60
C7 5.33 -0.84 -0.03
C8 4.20 -2.29 -1.72
O3 2.80 2.37 -0.87
C9 3.06 3.63 -0.22
C10 4.00 3.39 0.95
C11 3.71 4.59 -1.23
C12 1.74 4.23 0.25
H1 0.82 -0.19 -5.87
H2 1.59 -1.10 -4.55
H3 0.01 -0.32 -4.30
H4 2.73 1.43 -6.17
H5 3.49 2.16 -4.75
H6 3.61 0.40 -5.03
H7 0.40 2.34 -5.48
H8 -0.13 2.11 -3.81
H9 1.25 3.17 -4.16
H10 3.14 -1.44 1.46
H11 2.27 -2.41 0.25
H12 3.81 -2.99 0.90
H13 5.19 -0.08 0.73
H14 5.91 -1.66 0.40
H15 5.90 -0.42 -0.86
H16 3.25 -2.71 -2.06
H17 4.65 -1.73 -2.55
H18 4.87 -3.11 -1.46
H19 4.96 3.01 0.60
H20 4.18 4.31 1.50
H21 3.57 2.65 1.63
H22 4.70 4.23 -1.53
H23 3.07 4.67 -2.12
H24 3.82 5.57 -0.79
H25 1.36 3.70 1.12
H26 1.90 5.27 0.53
H27 1.00 4.18 -0.54
O4 0.08 -3.45 -1.72
N1 -0.25 -2.30 -1.82
O5 -1.38 -1.86 -1.92
O6 0.74 -1.41 -1.88
Cl1 -4.14 1.07 6.83
C13 -4.18 0.91 5.11
C14 -3.67 -0.23 4.52
C15 -3.68 -0.33 3.14
C16 -4.16 0.69 2.33
C17 -4.13 0.53 0.82
C18 -3.25 1.61 0.12
N2 -1.81 1.42 0.24
C19 -1.03 1.59 1.36
C20 0.24 1.26 1.00
N3 0.25 0.91 -0.33
C21 -1.02 0.98 -0.74
O7 -5.43 0.63 0.29
C22 -5.85 -0.42 -0.58
C23 -5.72 -1.80 0.01
C24 -6.22 -2.17 1.23
Cl2 -7.17 -1.23 2.29
S1 -5.81 -3.79 1.64
C25 -4.97 -3.99 0.15
C26 -5.00 -2.86 -0.60
C27 -4.72 1.81 2.96
Cl3 -5.46 3.09 2.06
C28 -4.72 1.93 4.34
H28 -3.29 -1.03 5.13
H29 -3.31 -1.23 2.67
H30 -3.69 -0.45 0.59
H31 -3.52 2.58 0.52
H32 -3.49 1.59 -0.94
H33 -1.42 1.93 2.30
H34 1.14 1.25 1.58
H35 -1.35 0.76 -1.74
H36 -5.29 -0.38 -1.52
H37 -6.90 -0.20 -0.79
H38 -4.50 -4.93 -0.08
H39 -4.53 -2.78 -1.57
H40 -5.15 2.80 4.81
C29 0.04 -5.36 1.21
S2 1.02 -5.17 2.71
C30 0.94 -3.53 3.26
C31 0.41 -2.36 2.70
S3 -0.32 -2.12 1.22
S4 0.61 -0.93 3.73
C32 1.45 -1.67 5.06
S5 1.93 -0.88 6.39
S6 1.72 -3.37 4.81
H41 0.04 -6.44 1.05
H42 0.49 -4.85 0.37
H43 -0.98 -5.01 1.37

As for the charge: +1. The LUMO energy (alpha / beta) comes out at -2.49 / -4.58 eV. The calculation puts the HOMO energy (alpha / beta) at -10.2 / -10.7 eV. The energy relative to the best compared isomer or geometry (same formula, charge and spin) comes out at 118.1 kJ/mol. The frontier orbital gap (alpha / beta) is 7.7 / 6.1 eV. Its spin multiplicity is 2.

---

No. 5
# CH2P2

A cluster of 2 separate species, CH2P2 in total at a distorted geometry (ωB97M-V with the def2-TZVPD basis set, OMol25).

Atoms and positions in Å:
C1 -0.56 0.59 0.27
P1 -1.22 2.04 -0.38
P2 -0.55 1.85 1.59
H1 -1.04 -0.28 0.44
H2 1.07 -0.03 -0.60

As for the charge: 0. The LUMO energy (alpha / beta) comes out at -1.36 / -1.36 eV. The calculation puts the HOMO energy (alpha / beta) at -8.2 / -8.2 eV. The energy relative to the best compared isomer or geometry (same formula, charge and spin) comes out at 323.5 kJ/mol. The frontier orbital gap (alpha / beta) is 6.8 / 6.8 eV.

---

No. 6
# C10H35O10

A cluster of 9 separate species, C10H35O10 in total at a distorted geometry (ωB97M-V with the def2-TZVPD basis set, OMol25).

Atoms and positions in Å:
C1 0.50 1.62 0.58
C2 0.63 0.32 -0.09
O1 0.28 0.23 -1.30
O2 0.98 -0.67 0.55
H1 -0.48 2.04 0.37
H2 1.30 2.28 0.26
H3 0.49 1.46 1.66
C3 2.56 -0.45 -6.00
O3 1.71 0.66 -5.68
H4 3.49 -0.07 -6.41
H5 2.84 -0.93 -5.06
H6 2.04 -1.12 -6.68
H7 1.38 0.49 -4.79
C4 4.82 0.92 2.47
O4 4.41 -0.30 3.02
H8 5.22 0.90 1.45
H9 4.09 1.73 2.53
H10 5.70 1.17 3.05
H11 3.68 -0.60 2.47
C5 4.50 -4.03 -1.34
O5 3.33 -3.72 -2.14
H12 4.39 -3.66 -0.32
H13 4.60 -5.10 -1.17
H14 5.37 -3.65 -1.88
H15 2.74 -3.08 -1.73
C6 -4.27 -0.91 -2.13
O6 -3.73 0.33 -1.87
H16 -5.34 -0.80 -2.29
H17 -3.95 -1.24 -3.12
H18 -4.11 -1.72 -1.42
H19 -2.78 0.28 -2.04
C7 -0.54 -6.04 -0.29
O7 0.09 -5.42 0.84
H20 0.13 -6.67 -0.87
H21 -1.51 -6.47 -0.08
H22 -0.79 -5.25 -1.00
H23 0.09 -4.48 0.64
C8 0.45 -1.82 5.00
O8 -0.82 -1.67 4.27
H24 0.28 -2.10 6.04
H25 1.16 -2.56 4.63
H26 0.95 -0.86 4.98
H27 -0.54 -1.63 3.35
C9 -6.17 3.18 1.78
O9 -5.51 3.55 0.56
H28 -6.57 4.13 2.13
H29 -7.03 2.59 1.48
H30 -5.52 2.70 2.52
H31 -5.11 2.74 0.23
C10 -1.60 7.61 0.30
O10 -1.70 6.72 1.40
H32 -1.69 7.11 -0.66
H33 -2.35 8.40 0.33
H34 -0.59 8.02 0.42
H35 -1.50 5.84 1.05

As for the charge: -1. The LUMO energy comes out at 2.58 eV. The calculation puts the HOMO energy at -4.6 eV. The energy relative to the best compared isomer or geometry (same formula, charge and spin) comes out at 273.0 kJ/mol. The frontier orbital gap is 7.2 eV.